This record from the OMol25 dataset describes 2 unconnected molecules or ions with the total composition C17H23N4O5. The level of theory is ωB97M-V/def2-TZVPD.

Frontier orbital gap = 3.711 eV
Charge = -1
Calculated total energy = -34198.95440 eV
E_HOMO = -2.8 eV
Multiplicity = 1

Atoms and positions in Å:
C: 2.03841 4.23174 -4.59897
O: 1.77662 2.96988 -4.07526
C: 2.07379 2.95607 -2.74629
N: 1.81595 1.76359 -2.09184
N: 1.11370 0.95005 -2.68528
C: 0.87611 -0.30362 -2.17049
C: -0.09820 -1.15050 -2.89458
C: 1.53852 -0.67607 -1.06336
C: 1.45619 -1.98143 -0.42328
O: 0.74682 -2.85924 -0.89004
N: 2.21932 -2.26242 0.71561
C: 2.24954 -3.62305 1.21547
C: 2.98479 -1.26503 1.46138
O: 2.53888 3.91115 -2.16278
H: 1.94536 4.19793 -5.68739
H: 1.31471 4.93579 -4.17828
H: 3.05490 4.52424 -4.31674
H: -0.13738 -2.15791 -2.48466
H: -1.09528 -0.71428 -2.83655
H: 0.17543 -1.22632 -3.94683
H: 2.22680 0.04556 -0.66997
H: 1.56559 -4.24515 0.63912
H: 3.25477 -4.02740 1.12786
H: 1.96157 -3.64920 2.26260
H: 2.83828 -0.26397 1.07153
H: 2.66611 -1.27366 2.50144
H: 4.04248 -1.51510 1.42128
C: -0.67028 -3.24556 4.15030
C: -0.96883 -1.81522 3.75116
O: -1.55788 -1.72484 2.48089
C: -1.95967 -0.43254 2.24916
C: -2.39839 -0.15869 0.91127
C: -2.81711 1.09282 0.45573
C: -2.97793 2.19665 1.31550
C: -3.31680 3.41261 0.80263
N: -3.49854 3.66350 -0.49309
C: -3.37356 2.61814 -1.30937
C: -3.07340 1.34914 -0.90772
O: -1.92436 0.43998 3.11082
H: -0.06757 -3.29591 5.06073
H: -1.59202 -3.80414 4.32073
H: -0.13945 -3.76177 3.35003
H: -1.64725 -1.33130 4.46638
H: -0.06011 -1.20043 3.71222
H: -2.32619 -0.97417 0.21720
H: -2.80897 2.05925 2.36804
H: -3.44377 4.25098 1.47114
H: -3.52654 2.82400 -2.35824
H: -2.99515 0.54583 -1.61920

Results of the natural (NBO) charge analysis, in e, for atoms 1 through 5: atom 1 (C): -0.26, atom 2 (O): -0.49, atom 3 (C): 0.84, atom 4 (N): -0.24, atom 5 (N): -0.09

---

This record from the OMol25 dataset describes a molecular structure, C30H70BCrF4N2O20. The level of theory is ωB97M-V/def2-TZVPD.

Frontier orbital gap (alpha / beta) = 7.960 / 7.793 eV
Charge = +1
Expectation value of S² = 6.0276
Calculated total energy = -116143.49552 eV
E_HOMO (alpha / beta) = -12.0 / -12.0 eV
Multiplicity = 5

Atoms and positions in Å:
Cr: -1.27340 -3.61559 2.41536
N: -2.80839 -0.38852 4.15653
H: -3.34935 -0.25242 5.00738
H: -3.43089 -0.46055 3.33987
H: -2.21878 -1.24960 4.22843
H: -2.24903 0.45330 3.99607
N: 2.31981 -3.08360 1.59675
H: 2.98364 -2.57535 2.17545
H: 1.94703 -3.84691 2.15728
H: 2.72845 -3.49543 0.74802
H: 1.49745 -2.50859 1.27848
C: -1.42372 -0.19266 0.94402
C: -0.27985 -1.05086 0.41513
C: 1.09175 -0.40619 0.60184
O: -0.25968 -2.38612 0.90176
H: -1.46969 -0.09321 2.02895
H: -2.39248 -0.57589 0.61935
H: -1.32625 0.80387 0.50663
H: -0.45836 -1.21484 -0.65407
H: 1.73515 -0.81646 -0.18061
H: 1.50362 -0.47552 1.60760
H: 1.03292 0.65866 0.36464
C: 0.98592 -0.98028 4.57702
C: 0.18937 -2.25207 4.94960
C: -0.12824 -2.25858 6.43052
O: -0.91868 -2.40148 4.09601
H: 1.92578 -0.96117 5.13204
H: 0.38819 -0.09543 4.78971
H: 1.26081 -1.02202 3.52146
H: 0.85528 -3.11111 4.77400
H: 0.76517 -2.13835 7.04761
H: -0.35086 -3.26541 6.80414
H: -0.98468 -1.61622 6.62987
B: -4.33005 -2.60061 2.64432
F: -4.76759 -1.27832 2.45438
F: -5.21658 -3.44902 1.99312
F: -3.02222 -2.65405 2.08492
F: -4.22212 -2.93994 3.98652
C: 4.39652 -6.75689 -4.48111
C: 3.14294 -6.11244 -3.96587
O: 3.55912 -5.21043 -2.91861
C: 2.74686 -4.85183 -1.94333
O: 3.09564 -4.22769 -0.96454
O: 1.51232 -5.28132 -2.13232
C: 0.51692 -4.93705 -1.21062
H: 5.13436 -6.09514 -4.92790
H: 4.08860 -7.48024 -5.24334
H: 4.86553 -7.39406 -3.73029
H: 2.45345 -6.87975 -3.61339
H: 2.59798 -5.61491 -4.76963
H: 0.81352 -5.07348 -0.16925
H: -0.44356 -5.41792 -1.38844
H: 0.22542 -3.88786 -1.32267
C: 3.01339 -4.64651 -7.77852
C: 3.42791 -3.34434 -7.07531
O: 2.45452 -3.13118 -6.04402
C: 2.85896 -2.49420 -4.95067
O: 3.98152 -2.13734 -4.69981
O: 1.81774 -2.30942 -4.14255
C: 2.05769 -1.65804 -2.91611
H: 3.89104 -5.19516 -8.11428
H: 2.33471 -4.47944 -8.61348
H: 2.45637 -5.25348 -7.06658
H: 3.49953 -2.44980 -7.69564
H: 4.43636 -3.42779 -6.66708
H: 2.91217 -2.06178 -2.37369
H: 1.17215 -1.65093 -2.28454
H: 2.28788 -0.59536 -3.03822
C: -3.45444 4.49254 4.80587
C: -2.04728 4.70936 5.35865
O: -1.03045 4.46984 4.41088
C: -0.69584 3.20099 4.11225
O: -1.28572 2.20739 4.45565
O: 0.45039 3.25314 3.48078
C: 0.97559 2.00678 2.99895
H: -3.55164 3.51830 4.32449
H: -3.69607 5.26418 4.07647
H: -4.20629 4.47054 5.59494
H: -1.87924 4.09019 6.24642
H: -1.92289 5.72450 5.73323
H: 1.51265 1.54136 3.82306
H: 1.62221 2.19316 2.14927
H: 0.16299 1.32339 2.75745
C: -9.50353 2.14132 -3.61311
C: -8.48362 2.97308 -2.82400
O: -7.33170 2.13139 -2.65974
C: -7.26538 1.35326 -1.59082
O: -8.04738 1.35763 -0.67393
O: -6.26961 0.49111 -1.79083
C: -5.76028 -0.15274 -0.63882
H: -9.86988 1.43076 -2.87179
H: -9.05632 1.63599 -4.46501
H: -10.31369 2.74830 -4.01662
H: -8.76251 3.49048 -1.90595
H: -8.14858 3.85055 -3.38555
H: -5.18454 0.52832 -0.01125
H: -5.17733 -1.01430 -0.95858
H: -6.52924 -0.59011 0.00120
C: 4.53138 1.58914 -0.45935
C: 4.95933 2.79914 0.35906
O: 4.23973 2.76366 1.60005
C: 4.73378 3.48123 2.61015
O: 5.65780 4.23371 2.61141
O: 3.94870 3.21679 3.66123
C: 4.17467 3.82996 4.91116
H: 5.10541 0.72063 -0.14884
H: 4.74862 1.84687 -1.49720
H: 3.44641 1.53810 -0.37665
H: 4.72909 3.72450 -0.17642
H: 6.04059 2.88259 0.47803
H: 3.76106 4.83835 4.84842
H: 5.23369 3.93544 5.15822
H: 3.73451 3.22240 5.69737
C: 0.89558 2.98849 -1.30806
C: 1.71541 4.15824 -1.87297
O: 1.40349 4.34359 -3.25838
C: 0.49326 5.28235 -3.52827
O: -0.11774 5.95390 -2.74400
O: 0.46796 5.35571 -4.87059
C: -0.55110 6.12932 -5.48596
H: 1.08936 3.08718 -0.23102
H: 1.25145 2.01529 -1.64529
H: -0.18917 3.06267 -1.35509
H: 2.77439 4.04660 -1.65797
H: 1.38832 4.99484 -1.25531
H: -0.64422 5.83971 -6.52763
H: -0.40422 7.20546 -5.39495
H: -1.50485 5.92575 -4.99304

Results of the Mulliken charge analysis, in e, for atoms 1 through 5: atom 1 (Cr): 0.79, atom 2 (N): 0.27, atom 3 (H): 0.42, atom 4 (H): 0.38, atom 5 (H): 0.07